The following is a DFT calculation (ωB97M-V/def2-TZVPD) of a 9-piece molecular cluster, C14H22Cl4O13 overall in a non-equilibrium geometry.

Atoms and positions in Å:
1 C 2.550 -1.779 -1.242
2 C 2.284 -1.203 -0.043
3 C 2.216 -2.074 1.243
4 O 1.907 -1.735 2.353
5 C 2.627 -3.410 0.953
6 C 2.838 -3.913 -0.258
7 C 2.782 -3.180 -1.528
8 O 2.941 -3.666 -2.648
9 O 3.316 -5.156 -0.488
10 O 2.115 0.169 0.091
11 H 2.701 -1.118 -2.082
12 H 2.672 -4.109 1.775
13 H 3.337 -5.271 -1.441
14 H 1.885 0.452 0.980
15 C -0.314 -0.909 -3.378
16 C -0.802 -1.604 -2.354
17 C -1.623 -2.796 -2.413
18 O -1.968 -3.485 -1.480
19 C -1.864 -3.250 -3.753
20 C -1.438 -2.610 -4.854
21 C -0.482 -1.398 -4.768
22 O -0.050 -0.855 -5.802
23 O -1.689 -3.089 -6.139
24 O -0.606 -1.201 -1.055
25 H 0.137 0.050 -3.174
26 H -2.584 -4.051 -3.838
27 H -1.324 -2.487 -6.791
28 H -1.002 -1.852 -0.472
29 O -1.964 4.246 2.399
30 H -2.791 4.018 2.824
31 H -2.196 4.384 1.480
32 O -4.453 3.636 1.116
33 H -5.089 3.748 0.410
34 H -4.070 2.773 0.959
35 O 1.569 5.839 1.579
36 H 1.815 5.194 0.917
37 H 1.840 6.679 1.209
38 O 0.705 4.004 3.092
39 H -0.240 4.065 2.947
40 H 1.077 4.694 2.544
41 O 1.254 1.280 2.502
42 H 1.014 2.139 2.849
43 H 1.809 0.894 3.179
44 C -1.159 -0.432 4.477
45 Cl -2.401 -1.341 5.317
46 Cl -1.902 0.149 2.958
47 H -0.968 0.450 5.088
48 H -0.264 -1.034 4.317
49 C -0.824 1.977 0.259
50 Cl -2.042 1.526 -0.943
51 Cl 0.143 3.270 -0.466
52 H -1.282 2.234 1.214
53 H -0.141 1.136 0.377

Results
Max |F|: 0.11442 Eh/bohr
2S+1: 2
Lowest unoccupied orbital energy (spin up / spin down): -6.67 / -8.84 eV
HOMO-LUMO gap (spin up / spin down): 5.72 / 3.55 eV
Total charge: +1

=====

The following is a DFT calculation (ωB97M-V/def2-TZVPD) of C9H17N2P as an isolated structure in a non-equilibrium geometry.

Atoms and positions in Å:
1 C -2.451 0.973 0.263
2 C -2.358 -1.347 1.069
3 C -1.220 1.134 -0.084
4 C -3.109 -0.421 0.215
5 C -0.264 2.303 -0.102
6 C -3.100 -0.944 -1.219
7 C 3.264 0.672 0.852
8 C 2.941 -0.793 -1.129
9 C 2.602 -0.611 0.422
10 N -1.107 -1.611 0.858
11 N 1.184 -0.653 0.717
12 P -0.038 -1.021 -0.309
13 H -3.133 1.750 0.306
14 H -2.847 -2.015 1.819
15 H -4.142 -0.404 0.494
16 H 0.140 2.279 -1.202
17 H 0.397 2.237 0.672
18 H -0.816 3.261 0.050
19 H -2.116 -1.504 -1.288
20 H -3.343 -0.164 -1.815
21 H -3.746 -1.858 -1.485
22 H 4.344 0.674 0.582
23 H 2.857 1.441 0.267
24 H 3.031 0.757 1.966
25 H 2.647 0.082 -1.659
26 H 2.304 -1.670 -1.455
27 H 3.904 -0.960 -1.430
28 H 3.150 -1.386 0.957
29 H 1.024 -0.201 1.672

Results
Max |F|: 0.10323 Eh/bohr
Lowest unoccupied orbital energy: 0.86 eV
Relative energy (zero: lowest compared OMol25 entry of this formula, charge and spin): 206.2 kJ/mol
HOMO-LUMO gap: 8.31 eV

=====

The following is a DFT calculation (ωB97M-V/def2-TZVPD) of a 3-piece molecular cluster, C19H38N3O4 overall in a non-equilibrium geometry.

Atoms and positions in Å:
1 O -0.337 -3.494 -4.783
2 C -0.272 -2.388 -5.344
3 O 0.906 -1.889 -6.017
4 C 1.149 -0.516 -5.645
5 O 0.666 0.436 -6.646
6 O 0.905 1.714 -6.238
7 C -1.525 -1.363 -5.342
8 C -1.862 -0.445 -4.105
9 C -3.063 0.513 -4.281
10 N -3.811 0.512 -5.508
11 C -3.552 -0.296 -6.667
12 C -2.358 -1.316 -6.662
13 H 0.813 -0.248 -4.577
14 H 2.302 -0.383 -5.645
15 H 1.326 1.740 -5.347
16 H -1.202 -0.524 -3.179
17 H -3.298 1.208 -3.395
18 H -4.603 1.179 -5.574
19 H -4.180 -0.236 -7.613
20 H -2.091 -1.964 -7.575
21 C -0.130 0.938 0.327
22 C 1.181 0.370 -0.201
23 N 1.771 1.154 -1.283
24 C 2.860 0.461 -1.970
25 C 4.121 0.146 -1.169
26 C 2.011 2.566 -0.997
27 C 2.913 2.911 0.187
28 H -0.858 1.072 -0.480
29 H -0.564 0.252 1.059
30 H 0.015 1.898 0.829
31 H 0.963 -0.638 -0.576
32 H 1.877 0.243 0.638
33 H 3.143 1.032 -2.863
34 H 2.463 -0.485 -2.359
35 H 4.727 1.039 -1.006
36 H 4.742 -0.561 -1.725
37 H 3.897 -0.308 -0.201
38 H 1.041 3.052 -0.837
39 H 2.407 3.056 -1.894
40 H 2.683 2.317 1.074
41 H 2.773 3.961 0.459
42 H 3.966 2.783 -0.057
43 C 0.101 0.498 3.882
44 C -0.369 0.259 5.311
45 N -1.680 -0.376 5.402
46 C -2.247 -0.343 6.749
47 C -1.515 -1.115 7.846
48 C -1.832 -1.641 4.692
49 C -0.888 -2.786 5.064
50 H -0.635 1.074 3.315
51 H 1.037 1.064 3.889
52 H 0.293 -0.440 3.354
53 H -0.420 1.240 5.798
54 H 0.399 -0.314 5.847
55 H -3.287 -0.684 6.711
56 H -2.310 0.706 7.061
57 H -1.672 -2.190 7.753
58 H -1.905 -0.820 8.824
59 H -0.441 -0.915 7.850
60 H -1.722 -1.447 3.618
61 H -2.866 -1.992 4.792
62 H 0.149 -2.457 5.158
63 H -0.914 -3.549 4.280
64 H -1.189 -3.271 5.991

Results
Max |F|: 0.10293 Eh/bohr
Lowest unoccupied orbital energy: -5.33 eV
HOMO-LUMO gap: 4.21 eV
Total charge: +1

=====

Number 1: total energy -91571.2368 eV. Number 2: total energy -21874.0647 eV. Number 3: total energy -32964.6431 eV.